{
  "formula": "C19H20N2",
  "method": "ωB97M-V/def2-TZVPD",
  "largest_force_ev_per_a": 1.51,
  "multiplicity": 2,
  "lumo_energy_ev": [3.0694, 3.0613],
  "e_homo_ev": [0.486, -2.937],
  "total_charge": -1,
  "total_energy_ha": -845.482201,
  "species": ["N", "N", "C", "C", "C", "C", "C", "C", "C", "C", "C", "C", "C", "C", "C", "C", "C", "C", "C", "C", "C", "H", "H", "H", "H", "H", "H", "H", "H", "H", "H", "H", "H", "H", "H", "H", "H", "H", "H", "H", "H"],
  "xyz": [[2.7412, 1.9073, -0.4417], [-3.1538, -2.0539, -1.3729], [-3.0859, 0.0124, 1.6981], [2.1124, 1.8513, 0.7744], [-2.4133, -0.9791, -1.8428], [0.5625, 1.1907, 2.9837], [-1.7749, -0.7756, -3.0549], [3.2329, 0.6339, -0.7384], [-2.9125, -0.6279, 0.3689], [-1.4507, 1.0688, -0.9238], [-3.3907, -1.8381, -0.0174], [1.7400, -2.4319, -0.6734], [2.6946, -0.2435, 0.1814], [-0.8171, 1.2058, -2.1482], [1.9919, 0.5131, 1.1665], [2.8186, -1.7370, 0.1710], [-0.9279, 0.3008, -3.2203], [-2.2093, -0.0942, -0.7734], [1.5036, 2.8923, 1.5028], [1.2570, 0.1533, 2.3518], [0.6171, 2.5092, 2.5540], [-1.1482, 1.6730, -0.0790], [2.8701, -2.1143, 1.1999], [1.3198, -0.8392, 2.7795], [0.8951, -2.6437, -0.0126], [-3.7173, 0.8998, 1.5680], [-1.8482, -1.5475, -3.8177], [3.9482, 0.4223, -1.5207], [1.3910, -1.7546, -1.4507], [2.0467, -3.4204, -1.0231], [-3.8561, -2.6479, 0.5173], [3.1423, 2.7023, -0.9106], [-3.7579, -0.4566, 2.4258], [0.0584, 3.2629, 3.0940], [3.8123, -1.9523, -0.2488], [-0.1235, 0.9717, 3.7951], [1.6259, 3.9359, 1.2578], [-2.1256, 0.2965, 2.1152], [-0.3200, 0.5373, -4.0836], [-0.3608, 2.1694, -2.3543], [-2.9879, -2.9522, -1.7967]],
  "forces_ev_per_a": [[1.18, -0.45, -0.30], [0.32, 0.31, -0.67], [-0.90, 0.93, -0.01], [-1.10, 0.96, 0.34], [0.57, 0.34, 0.59], [-0.56, 0.26, -0.08], [0.44, -1.07, -0.98], [-0.32, -0.68, -0.13], [-0.28, -1.06, 0.28], [0.69, -1.07, -0.58], [0.11, -0.36, -0.41], [-0.32, -0.14, 1.14], [-0.07, -0.08, 0.61], [-0.32, 1.26, -0.29], [0.31, -0.49, -0.53], [0.98, 0.25, -0.41], [-0.45, 0.68, 1.23], [-0.67, 0.49, 0.59], [-0.22, 0.15, -0.04], [0.31, 0.16, -0.15], [0.45, -0.28, 0.14], [-0.36, 0.34, 0.02], [-0.27, -0.04, -0.14], [-0.16, -0.08, -0.10], [-0.27, 0.20, -0.12], [0.61, 0.55, -0.28], [-0.07, 0.11, -0.10], [-0.19, 0.23, -0.12], [0.11, -0.27, -0.26], [0.17, 0.18, -0.39], [-0.22, 0.21, 0.34], [-0.28, 0.21, 0.49], [0.69, -0.98, -0.15], [-0.06, 0.07, 0.00], [-0.09, -0.16, -0.08], [0.09, -0.13, 0.24], [0.05, 0.14, -0.23], [0.03, 0.11, 0.33], [-0.32, -0.44, -0.28], [0.65, -0.28, 0.19], [-0.28, -0.08, 0.27]]
}